[1]
C4H11N3O as an isolated structure in a non-equilibrium geometry, computed with wB97M-V/def2-TZVPD.

XYZ file:
```
19
C4H11N3O | OMol25 | wB97M-V/def2-TZVPD
C 0.6222 -1.5034 -1.7379
C 1.2487 1.1684 0.3320
N 0.2464 -1.2257 -0.3689
C -1.1506 0.0449 0.1972
C 0.1159 0.2776 -0.0276
N 0.8646 -2.0939 0.5566
N -2.3131 -0.1038 0.5767
O -1.5670 2.8875 0.8191
H -1.6629 3.3024 1.6897
H 0.1995 -2.3367 1.2831
H 1.6868 -1.6692 0.9898
H -2.0406 2.0360 0.8906
H -3.0431 -0.2562 -0.1139
H 0.4736 -2.5640 -1.9367
H 1.6776 -1.2462 -1.9230
H -0.0108 -0.9227 -2.4100
H 1.8859 0.7459 1.1187
H 0.8938 2.1471 0.6187
H 1.8730 1.3119 -0.5544
```

## Properties
E_LUMO, eV: 0.8
Electronic energy, eV: -10840.801
Strongest force on any atom, eV/Å: 3.2
Orbital gap, eV: 9.28

These are the Mulliken partial charges, in e, on atoms 1 to 6: C -0.86; C -1.08; N 0.28; C 0.63; C 0.03; N -0.72

---

[2]
An isolated ion of composition C5H6N3O4P and charge -2 in a non-equilibrium geometry, computed with wB97M-V/def2-TZVPD.

XYZ file:
```
19
C5H6N3O4P | OMol25 | wB97M-V/def2-TZVPD
C -0.3205 0.6478 -1.0817
C 0.4265 -0.4890 -1.1896
C -2.5056 -0.1121 0.0516
C -1.6849 0.8254 0.7728
C 1.1374 -1.1602 -0.0165
N -0.7973 1.3971 -0.0601
N -3.3524 -0.7943 -0.3581
N -1.9990 1.2004 1.9708
O -4.1334 -1.4489 -1.0233
O 2.0402 1.0400 0.9204
O 3.5218 -0.9524 1.3170
O 3.4000 -0.0002 -1.0605
P 2.7445 -0.3090 0.2294
H -0.4379 1.0284 -2.0268
H 0.6918 -1.0395 -2.0905
H 0.5282 -0.7565 0.8643
H 1.0695 -2.2673 -0.1114
H 1.1355 1.2171 0.5833
H -1.4644 1.9730 2.3087
```

## Properties
E_LUMO, eV: 6.0
Electronic energy, eV: -27230.332
Strongest force on any atom, eV/Å: 3.1
Orbital gap, eV: 6.83
Net charge: -2

These are the Mulliken partial charges, in e, on atoms 1 to 6: C -0.52; C -0.22; C 0.81; C 0.17; C -1.03; N -0.82

---

[3]
C6H10 in the gas phase, computed with wB97M-V/def2-TZVPD.

XYZ file:
```
16
C6H10 | OMol25 | wB97M-V/def2-TZVPD
C 1.8055 -0.2844 -0.5980
C 0.3475 -0.7237 -0.3285
C -0.0373 -0.5160 1.1629
C -1.2930 0.2217 0.7295
C -1.0566 1.3721 -0.2120
C -0.9822 -0.0132 -0.7384
H 2.4719 -1.1539 -0.4919
H 2.0132 0.1638 -1.5726
H 2.1463 0.4237 0.1696
H 0.1963 -1.7456 -0.6777
H -0.2384 -1.4429 1.7067
H 0.6836 0.0766 1.7403
H -2.2495 0.1289 1.2345
H -0.1484 1.9705 -0.2191
H -1.9627 1.9304 -0.4424
H -1.6962 -0.4079 -1.4629
```

## Properties
E_LUMO, eV: 1.2
Electronic energy, eV: -6382.236
Strongest force on any atom, eV/Å: 0.5
Orbital gap, eV: 10.67
Structure (SMILES): C[C@H]1C[C@H]2C[C@H]21

These are the Mulliken partial charges, in e, on atoms 1 to 6: C -1.38; C 0.30; C -0.93; C -0.10; C -0.64; C -0.35